32
Properties=species:S:1:pos:R:3:forces:R:3:nbo_charge:R:1 method="wB97M-V/def2-TZVPD" charge=+2 gap_ev=8.66 homo_ev=-15.86 lumo_energy_ev=-7.197 multiplicity=1 energy_ha=-664.429598
C -0.69759 -2.52463 3.97448 -0.29 -0.14 0.47 -0.6916
C -0.03788 -1.75493 2.91573 -0.08 -0.01 -0.12 0.4923
N -0.52813 -1.47627 1.70563 0.08 -0.09 0.32 -0.4488
C 0.39440 -0.75090 0.98041 0.96 0.25 0.57 0.0423
C 0.22890 -0.32662 -0.40820 -0.08 -0.09 -0.34 0.3968
N 1.24887 0.08105 -1.01433 -0.25 -0.23 0.43 -0.3132
C 2.03033 0.51429 -1.92103 0.26 -0.02 -0.09 0.2058
C 2.35375 1.86298 -2.14381 0.42 0.59 -0.50 -0.1922
N 1.76547 2.78312 -1.42770 -0.45 -0.08 0.36 -0.0659
N 1.99310 4.02364 -1.61157 0.24 0.21 -0.18 -0.4530
C -1.13099 -0.39399 -1.06347 0.00 0.10 -0.28 -0.2710
C -1.02571 -0.44124 -2.58433 0.02 -0.18 0.20 -0.6093
C -1.96794 0.80413 -0.59805 -0.02 -0.10 0.01 -0.6005
C 1.47553 -0.58388 1.81073 -0.38 0.21 -0.87 0.0374
N 1.18236 -1.20403 2.98359 -0.37 -0.19 0.08 -0.4558
H -1.21481 -1.86192 4.67280 0.02 0.06 -0.05 0.2849
H -1.43614 -3.21165 3.56733 0.04 -0.03 -0.06 0.2721
H 0.03321 -3.09108 4.54846 0.03 -0.06 -0.04 0.2757
H -1.43875 -1.76992 1.37364 0.07 -0.04 0.13 0.4636
H 2.55514 -0.23369 -2.51341 -0.09 -0.05 -0.03 0.2562
H 3.07765 2.10348 -2.91862 -0.01 -0.06 0.01 0.2175
H 1.50410 4.68331 -1.01857 0.09 -0.15 -0.10 0.4180
H 2.64595 4.37579 -2.31599 -0.17 -0.14 0.16 0.3947
H -1.61375 -1.31966 -0.72934 0.05 0.00 0.03 0.2172
H -0.40906 -1.27779 -2.90375 0.05 -0.08 -0.11 0.2253
H -2.01501 -0.57493 -3.01083 -0.08 0.02 -0.05 0.2550
H -0.60974 0.47929 -2.98440 0.02 0.14 -0.03 0.2171
H -2.97998 0.69173 -0.97825 -0.07 0.02 0.02 0.2524
H -1.55746 1.72808 -0.99794 0.06 0.08 0.01 0.2283
H -2.01382 0.88227 0.48513 -0.05 0.07 0.15 0.2107
H 2.40396 -0.07441 1.63634 0.10 0.04 -0.01 0.2677
H 1.78897 -1.24616 3.79541 -0.10 -0.04 -0.07 0.4703


97
Properties=species:S:1:pos:R:3:forces:R:3:mulliken_charge:R:1 method="wB97M-V/def2-TZVPD" charge=+1 gap_ev="5.32 / 5.65" homo_ev="-9.97 / -10.22" lumo_energy_ev="-4.649 / -4.570" multiplicity=2 energy_ha=-1919.186138
Ir 0.40134 -1.31260 -1.35808 0.00 0.09 0.07 2.1669
C 1.41796 3.65743 3.59169 0.00 -0.01 0.01 -1.3445
C 1.94721 2.25980 3.94703 -0.01 0.00 -0.01 2.2190
C 0.97832 1.58365 4.92733 0.01 0.00 0.00 -1.5990
C 3.29985 2.41361 4.64408 0.00 0.01 0.00 -2.3209
C 2.04460 1.43145 2.66442 0.02 0.00 0.01 -1.4898
C 0.91867 1.13321 1.95921 -0.02 0.02 -0.01 -0.7117
C 0.99949 0.36136 0.77617 0.14 -0.04 -0.01 0.2605
N -0.03877 0.03754 -0.04423 -0.04 -0.05 -0.07 0.4311
C -1.28554 0.54162 -0.15588 0.10 -0.07 0.00 -0.5983
C -1.78709 1.70946 0.48333 -0.07 0.06 0.02 -0.3531
C -3.08772 2.05797 0.32397 0.05 0.01 0.03 -1.0383
C -3.92390 1.22220 -0.49110 0.01 -0.03 -0.02 0.1935
C -3.50738 0.12842 -1.19000 -0.01 0.02 0.02 -0.6462
C -2.11692 -0.21693 -1.06873 -0.01 -0.07 -0.07 1.3080
O -1.60639 -1.19198 -1.73237 -0.09 0.01 0.03 -1.1928
C -4.43930 -0.69069 -2.08193 0.01 0.00 0.00 2.3483
C -5.86780 -0.14520 -2.04183 0.00 0.00 0.00 -2.2479
C -4.47928 -2.14782 -1.59509 -0.01 0.01 0.01 -1.5346
C -3.95522 -0.63472 -3.53995 0.00 0.00 0.00 -1.5209
C -3.69808 3.30253 0.95497 -0.02 0.01 -0.01 1.7416
C -2.67826 4.07646 1.78934 0.00 0.00 0.00 -1.9902
C -4.22595 4.22613 -0.15289 0.00 -0.01 0.00 -1.6583
C -4.85741 2.88321 1.87127 0.00 0.00 0.00 -1.7000
C 2.25812 -0.21369 0.35600 -0.02 0.03 0.06 0.6139
O 2.29597 -1.03056 -0.64941 -0.03 0.04 -0.01 -1.6997
C 3.44677 0.15469 1.06256 -0.05 -0.03 -0.05 -0.7448
C 3.29154 0.95517 2.16377 -0.03 0.03 0.03 0.1533
C 4.81534 -0.34759 0.59983 0.00 0.01 0.02 2.4158
C 5.93599 0.17910 1.49843 0.01 -0.01 0.00 -2.3734
C 5.09334 0.14575 -0.82887 -0.01 -0.01 0.01 -1.5266
C 4.86295 -1.88318 0.64392 0.00 0.00 0.00 -1.4622
H 1.35235 4.27495 4.48932 -0.01 0.00 0.00 0.4835
H 0.42176 3.60311 3.14766 0.00 0.01 0.00 0.1431
H 2.07872 4.15706 2.88097 0.00 0.00 0.00 0.3286
H 0.90540 2.17401 5.84215 0.00 0.00 0.00 0.4613
H 1.32576 0.58401 5.19400 0.00 0.00 0.00 0.3655
H -0.02741 1.49385 4.51435 0.00 0.00 -0.01 0.2755
H 3.16451 2.97710 5.56766 0.00 0.00 0.00 0.4507
H 4.01715 2.96243 4.03078 0.00 -0.01 -0.01 0.3905
H 3.73344 1.44685 4.90754 0.00 0.00 0.01 0.4623
H -0.04857 1.42927 2.33197 -0.01 0.01 0.01 1.3310
H -1.11403 2.34291 1.03416 0.01 0.00 0.01 1.3915
H -4.96158 1.51069 -0.57637 0.00 0.01 0.00 0.5271
H -6.29096 -0.17838 -1.03569 0.00 0.00 0.00 0.4101
H -6.49828 -0.76080 -2.68374 0.00 0.00 0.00 0.4418
H -5.92478 0.87992 -2.41334 0.00 0.00 0.00 0.4190
H -4.82232 -2.20048 -0.55959 0.00 0.00 0.00 0.3431
H -3.50155 -2.61899 -1.66654 0.01 0.00 -0.01 0.1371
H -5.17755 -2.71876 -2.20958 0.00 0.00 0.00 0.5004
H -3.92861 0.39707 -3.89691 0.00 0.00 0.00 0.3415
H -4.64930 -1.19017 -4.17332 0.00 0.00 0.00 0.4762
H -2.96531 -1.07064 -3.65514 0.00 0.00 0.00 0.1891
H -1.84230 4.43204 1.18301 0.00 0.00 0.00 0.3840
H -2.28551 3.47038 2.60959 0.00 0.00 0.00 0.3157
H -3.15921 4.95037 2.22945 0.00 0.00 0.00 0.5212
H -3.41748 4.54101 -0.81515 0.00 0.00 0.00 0.3799
H -4.67261 5.11814 0.28889 0.00 0.00 0.00 0.4451
H -4.99128 3.73996 -0.75937 0.00 0.00 0.00 0.3369
H -4.50476 2.23118 2.67246 0.00 0.00 0.00 0.3756
H -5.64215 2.35675 1.32658 0.00 0.00 0.00 0.3232
H -5.30850 3.76733 2.32440 0.00 0.00 0.00 0.4778
H 4.17836 1.22634 2.71454 0.00 0.00 0.00 0.7317
H 5.98088 1.27001 1.50015 0.00 0.00 0.00 0.4574
H 6.89141 -0.18844 1.12308 0.00 0.00 0.00 0.4336
H 5.83279 -0.16870 2.52820 0.00 0.00 0.00 0.4273
H 5.08442 1.23685 -0.86904 0.00 0.00 0.00 0.3719
H 4.35697 -0.23747 -1.53237 -0.01 0.00 -0.01 0.0984
H 6.08006 -0.19488 -1.14798 0.00 0.00 0.00 0.4816
H 4.64551 -2.24772 1.65037 0.00 0.00 0.00 0.3303
H 5.86422 -2.22403 0.37380 0.00 0.00 0.00 0.5275
H 4.15379 -2.32560 -0.05228 0.00 0.00 0.00 0.1285
N 1.90026 -2.53957 -5.00236 0.01 0.00 -0.01 -0.3984
C 1.52327 -1.89714 -3.90291 -0.01 0.04 0.03 0.5560
O 0.95464 -2.52565 -2.98295 0.00 -0.03 -0.04 -0.7485
C 1.79529 -0.43280 -3.73479 -0.02 -0.03 -0.04 -0.7062
C 0.77668 0.15736 -2.75400 0.05 0.00 0.02 -1.2730
H 1.73843 -3.53145 -5.07409 0.00 0.00 0.00 0.2402
H 2.35943 -2.06020 -5.75597 -0.01 0.00 0.00 0.2062
H 1.81434 0.07562 -4.70178 0.01 0.00 0.00 0.5465
H 2.80325 -0.36521 -3.31397 0.00 0.00 0.02 0.1109
H -0.15355 0.42191 -3.26232 -0.01 -0.02 0.00 0.5621
H 1.18287 1.05743 -2.28860 0.00 0.01 -0.03 0.4432
C -0.11115 -2.73938 0.44898 -0.02 0.01 0.00 -1.8594
C 0.24332 -3.79350 -0.41662 0.05 0.02 0.00 1.0906
C -0.73277 -4.44429 -1.22677 -0.01 0.00 -0.01 -0.1888
C -0.37875 -5.49146 -2.03995 0.00 0.00 0.00 -0.6628
C 0.94649 -5.93362 -2.08385 0.00 0.00 0.00 -0.5470
C 1.92257 -5.31565 -1.29662 -0.01 0.01 0.00 -0.7326
C 1.58823 -4.26598 -0.47842 0.00 -0.02 -0.01 -0.0893
H 0.59446 -2.41905 1.20682 0.00 -0.01 0.01 0.4880
H -1.15944 -2.54970 0.64832 0.00 0.01 0.00 0.4096
H -1.75761 -4.09774 -1.18282 0.00 0.00 0.00 0.2664
H -1.13065 -5.98345 -2.64268 0.00 0.00 0.00 0.4587
H 1.21508 -6.76788 -2.71829 0.00 0.00 0.00 0.4272
H 2.94349 -5.67326 -1.32538 0.00 0.00 0.00 0.4512
H 2.33596 -3.77969 0.13534 0.00 0.00 0.00 0.4338


50
Properties=species:S:1:pos:R:3:forces:R:3:nbo_charge:R:1 method="wB97M-V/def2-TZVPD" gap_ev=7.76 homo_ev=-8.07 lumo_energy_ev=-0.316 multiplicity=1 smiles="Cc1ccc2nc(NCc3ccccc3)c(/C=N/Cc3cccnc3)c(=O)n2c1" energy_ha=-1237.965723
C -6.05197 1.94736 3.70448 0.40 -1.72 0.28 -0.6425
C -4.90683 1.79167 2.65873 1.91 -1.87 -1.34 -0.0740
C -4.89882 2.72300 1.53937 0.40 -1.36 -0.59 -0.1622
C -4.02357 2.53433 0.48312 0.48 -0.65 -0.64 -0.2413
C -2.99358 1.45408 0.41880 0.50 -0.72 1.47 0.4396
N -2.15658 1.17057 -0.56377 -0.29 0.37 0.10 -0.5296
C -1.19610 0.19945 -0.36736 0.97 0.09 -1.77 0.4699
N -0.29310 -0.00848 -1.41062 0.43 -0.06 -1.03 -0.6008
C -0.46591 0.27161 -2.90500 -2.05 0.01 1.95 -0.2443
C 0.68582 -0.19364 -3.65053 4.21 -2.49 -3.46 -0.0551
C 0.70122 -1.40114 -4.53793 0.33 1.60 0.71 -0.1837
C 1.77816 -1.81752 -5.33720 1.21 4.87 3.71 -0.2186
C 3.01184 -1.05704 -5.10370 -1.79 -2.31 -0.74 -0.1837
C 3.08099 0.03266 -4.27301 0.50 -0.65 -0.45 -0.2349
C 1.94947 0.48818 -3.66953 -3.28 1.24 2.15 -0.1807
C -1.10077 -0.56525 0.79958 2.06 -0.29 -0.26 -0.3192
C 0.00309 -1.50705 1.14027 1.30 1.87 -2.50 0.1208
N 1.10477 -1.43127 0.44407 -1.02 -0.88 1.12 -0.4466
C 2.22864 -2.23389 0.97526 -1.18 1.87 1.12 -0.2598
C 3.19488 -1.27362 1.69341 1.43 0.15 -1.20 -0.0585
C 4.46403 -1.03197 1.12545 -0.28 -0.05 2.45 -0.1544
C 5.42315 -0.18403 1.78824 -3.43 -1.74 -2.11 -0.2500
C 4.88577 0.54511 2.78152 -0.58 -0.19 1.98 0.0171
N 3.64910 0.38293 3.34096 0.22 0.35 -0.12 -0.4098
C 2.82974 -0.51757 2.81987 1.25 -0.23 -1.87 0.0505
C -1.98547 -0.34461 1.84106 -0.64 -3.34 0.21 0.6232
O -2.14710 -1.18308 2.75774 0.11 1.91 -0.17 -0.6640
N -2.88522 0.67414 1.59832 -3.88 1.76 1.97 -0.4017
C -3.90674 0.75340 2.59309 -2.45 3.89 0.11 0.0545
H -5.91756 2.99968 4.04314 -0.83 -0.77 0.03 0.2300
H -5.98701 1.20362 4.62948 0.16 1.66 -2.01 0.2333
H -7.06604 1.70171 3.19844 1.64 0.86 0.86 0.2317
H -5.73340 3.43962 1.47605 0.76 -0.07 -0.08 0.2253
H -4.07717 3.11187 -0.45790 -0.02 -0.20 0.81 0.2386
H 0.54308 -0.64088 -1.33408 -1.57 0.81 1.16 0.4558
H -1.33254 -0.33055 -3.22560 0.03 0.59 -0.04 0.2067
H -0.62923 1.33712 -3.10817 -0.20 -0.23 0.28 0.2239
H -0.13454 -2.05062 -4.67165 -1.09 0.08 0.39 0.2026
H 1.59925 -2.56879 -6.01697 0.29 -1.68 -1.32 0.2152
H 3.89106 -1.49199 -5.50402 0.89 0.03 -0.58 0.2055
H 4.02574 0.50596 -4.03225 -0.02 0.03 -0.34 0.2216
H 1.98201 1.44521 -3.08279 0.11 -1.00 -0.47 0.2127
H -0.10082 -2.09372 2.03530 -0.14 -0.34 0.33 0.1998
H 2.65868 -2.79591 0.19921 1.00 -0.37 -1.16 0.2039
H 1.77778 -2.95585 1.62267 0.11 -0.63 1.01 0.1841
H 4.65244 -1.68144 0.32837 0.92 -0.49 -1.42 0.2030
H 6.39765 -0.00235 1.45633 1.24 0.03 -0.56 0.2186
H 5.60692 1.19233 3.24319 -0.40 0.76 0.70 0.1865
H 1.80311 -0.67808 3.05800 -0.57 0.50 1.37 0.1927
H -3.93829 0.13474 3.45856 0.84 -0.98 -0.08 0.2485